(1)
{
  "formula": "C69H124HfN4O19",
  "method": "ωB97M-V/def2-TZVPD",
  "species": ["Hf", "C", "C", "C", "C", "C", "C", "N", "O", "C", "C", "C", "H", "H", "H", "H", "H", "H", "H", "H", "H", "H", "H", "H", "H", "H", "H", "H", "H", "H", "C", "C", "C", "C", "C", "C", "N", "O", "C", "C", "C", "H", "H", "H", "H", "H", "H", "H", "H", "H", "H", "H", "H", "H", "H", "H", "H", "H", "H", "C", "C", "C", "C", "C", "C", "N", "O", "O", "H", "H", "H", "H", "H", "C", "C", "C", "C", "C", "C", "N", "O", "O", "H", "H", "H", "H", "H", "C", "C", "O", "C", "H", "H", "H", "H", "H", "H", "C", "C", "O", "C", "H", "H", "H", "H", "H", "H", "C", "C", "O", "C", "H", "H", "H", "H", "H", "H", "C", "C", "O", "C", "H", "H", "H", "H", "H", "H", "C", "C", "O", "C", "H", "H", "H", "H", "H", "H", "C", "C", "O", "C", "H", "H", "H", "H", "H", "H", "C", "C", "O", "C", "H", "H", "H", "H", "H", "H", "C", "C", "O", "C", "H", "H", "H", "H", "H", "H", "C", "C", "O", "C", "H", "H", "H", "H", "H", "H", "C", "C", "O", "C", "H", "H", "H", "H", "H", "H", "C", "C", "O", "C", "H", "H", "H", "H", "H", "H", "C", "C", "O", "C", "H", "H", "H", "H", "H", "H", "C", "C", "O", "C", "H", "H", "H", "H", "H", "H"],
  "coordinates": [[0.0137, -2.7296, -3.2978], [-3.9118, -4.0741, -0.3894], [-3.7610, -4.8202, -1.7034], [-5.0585, -5.6141, -1.9820], [-6.1945, -4.7304, -2.4705], [-5.7267, -3.9922, -3.7018], [-4.4491, -3.1225, -3.5079], [-3.4544, -3.9645, -2.8571], [-2.1423, -3.5153, -2.8564], [-4.8085, -1.9056, -2.6197], [-4.0972, -2.7396, -4.9474], [-2.8079, -6.0201, -1.4678], [-4.8017, -3.4541, -0.3013], [-3.0437, -3.5154, -0.0262], [-3.9683, -4.7307, 0.4863], [-5.3548, -6.2881, -1.1787], [-4.8758, -6.2850, -2.8268], [-6.5391, -4.0923, -1.6541], [-7.0316, -5.3563, -2.7857], [-6.5823, -3.3625, -3.9588], [-5.5601, -4.6841, -4.5272], [-3.9432, -1.4397, -2.1383], [-5.5601, -2.1132, -1.8633], [-5.1309, -1.0880, -3.2719], [-4.0512, -3.6483, -5.5505], [-3.1299, -2.2478, -5.0534], [-4.9107, -2.1785, -5.4060], [-1.7694, -5.6890, -1.5177], [-2.9446, -6.7843, -2.2303], [-2.9827, -6.4533, -0.4863], [-1.8828, -0.6290, 0.3562], [-0.7824, 0.4130, 0.2662], [-0.3234, 0.5486, 1.7359], [0.9238, 1.3908, 1.9692], [2.0787, 0.7483, 1.2005], [1.6808, 0.6018, -0.2889], [0.4189, -0.1082, -0.4260], [0.1862, -0.8523, -1.5619], [2.8733, -0.1465, -0.8714], [1.7931, 2.0169, -0.9302], [-1.2887, 1.7065, -0.3595], [-2.6712, -0.4076, 1.0712], [-1.4470, -1.5843, 0.6615], [-2.2826, -0.7664, -0.6514], [-0.1717, -0.4190, 2.2231], [-1.1103, 0.9460, 2.3871], [0.9885, 1.3861, 3.0602], [0.9149, 2.4224, 1.6197], [2.3663, -0.1776, 1.7102], [2.9970, 1.3383, 1.1515], [2.8180, -0.2132, -1.9613], [3.1143, -1.1258, -0.4502], [3.8431, 0.3444, -0.7591], [1.2543, 2.1558, -1.8719], [2.8286, 2.2572, -1.1658], [1.3795, 2.8463, -0.3531], [-1.2420, 1.7151, -1.4446], [-0.7585, 2.5817, 0.0237], [-2.3019, 1.9640, -0.0345], [0.3453, 5.4532, 2.9469], [-0.4026, 6.5126, 2.4138], [-1.6592, 6.3614, 1.8616], [-2.2627, 5.1101, 2.0026], [-1.6107, 4.0250, 2.6173], [-0.3213, 4.2637, 3.1280], [-3.5343, 4.8236, 1.3329], [-4.0397, 5.7436, 0.7284], [-3.9832, 3.6845, 1.3139], [1.3725, 5.5721, 3.2580], [0.0624, 7.4858, 2.3146], [-2.1911, 7.1924, 1.4222], [-2.0630, 3.0461, 2.6533], [0.2259, 3.3993, 3.4768], [0.8210, -1.8078, 6.0471], [0.6954, -3.1293, 6.4701], [-0.1851, -3.9791, 5.8168], [-1.0301, -3.5332, 4.8157], [-0.9360, -2.1781, 4.4664], [-0.0422, -1.2999, 5.0733], [-1.9577, -4.4392, 4.1514], [-2.8622, -3.9624, 3.4892], [-1.7378, -5.6280, 4.2435], [1.5558, -1.1914, 6.5487], [1.3931, -3.5164, 7.1986], [-0.2283, -5.0253, 6.0923], [-1.4869, -1.7442, 3.6398], [0.0138, -0.2991, 4.6695], [3.1720, 5.4201, -2.3235], [3.9130, 4.5518, -3.3297], [3.6701, 3.3596, -3.3541], [5.0571, 5.1305, -4.1088], [3.1439, 4.8789, -1.3806], [2.1757, 5.5661, -2.7460], [3.5603, 6.4297, -2.1988], [5.9794, 5.0960, -3.5242], [4.8908, 6.1807, -4.3440], [5.2164, 4.4983, -4.9812], [8.2424, 1.5365, -5.0699], [7.7631, 1.6171, -3.6376], [8.4710, 2.1608, -2.8300], [6.3457, 1.0241, -3.2941], [8.4035, 0.4977, -5.3611], [9.1366, 2.1463, -5.1509], [7.4555, 1.9160, -5.7267], [6.2254, 0.0224, -3.7070], [5.5711, 1.6806, -3.7012], [6.0858, 0.9766, -2.2381], [-2.5808, -0.0023, -5.9223], [-2.2749, -0.1213, -4.4639], [-1.4462, -0.8601, -3.9301], [-2.9832, 0.8526, -3.5918], [-3.6364, 0.0536, -6.1840], [-2.2069, -0.8731, -6.4631], [-2.0959, 0.9150, -6.2623], [-4.0675, 0.7164, -3.6451], [-2.7217, 1.8472, -3.9655], [-2.7024, 0.7983, -2.5446], [3.2237, -2.7658, 3.5153], [4.6676, -3.0021, 3.8181], [5.5377, -2.8971, 2.9817], [4.9844, -3.5332, 5.2156], [2.8378, -2.0301, 4.2263], [2.6256, -3.6718, 3.5922], [3.1293, -2.2445, 2.5625], [4.5104, -2.8820, 5.9460], [6.0554, -3.7184, 5.2127], [4.5220, -4.5241, 5.2357], [6.0308, -0.5195, 0.8205], [7.1654, -0.1835, -0.0861], [7.5056, -0.9887, -0.9379], [8.0143, 1.0378, 0.1378], [5.3767, -1.2923, 0.4212], [5.4737, 0.3750, 1.1135], [6.3537, -0.9284, 1.7825], [7.5720, 1.9399, -0.2825], [9.0317, 0.9254, -0.2287], [8.1593, 1.1164, 1.2201], [-5.4120, -2.3175, 4.3783], [-5.5507, -1.2387, 3.3069], [-6.1212, -0.2266, 3.6570], [-5.1464, -1.4992, 1.8762], [-4.5294, -2.1790, 4.9982], [-5.3975, -3.2998, 3.8992], [-6.3398, -2.3486, 4.9462], [-5.7476, -2.3008, 1.4397], [-4.1122, -1.8394, 1.8088], [-5.3420, -0.6602, 1.2092], [-0.4564, 6.9626, -1.4233], [-1.7629, 6.3497, -1.7536], [-2.7702, 7.0292, -1.7522], [-1.9517, 4.8521, -1.7858], [-0.5434, 8.0350, -1.2685], [0.2145, 6.7897, -2.2698], [-0.0289, 6.4846, -0.5404], [-2.8832, 4.6023, -1.2792], [-1.2352, 4.3415, -1.1323], [-1.8057, 4.3688, -2.7517], [4.6652, -2.2689, -2.7688], [3.5271, -3.0199, -2.0600], [2.3600, -3.0170, -2.4802], [3.8537, -3.8435, -0.9111], [5.0058, -2.7874, -3.6662], [5.5558, -2.1132, -2.1575], [4.2640, -1.2960, -3.0440], [4.5951, -4.5869, -1.2166], [3.0467, -4.2154, -0.2909], [4.4173, -3.2094, -0.2122], [-0.6858, -4.8777, 0.9093], [0.1185, -3.8002, 0.2715], [0.0348, -3.6118, -0.9358], [1.1416, -3.0635, 1.0755], [-0.5574, -5.7576, 0.2824], [-1.7081, -4.5486, 1.0794], [-0.2508, -5.1709, 1.8669], [1.7407, -2.4104, 0.4464], [1.7213, -3.8520, 1.5538], [0.6253, -2.4295, 1.8003], [3.1561, 0.0239, -5.2338], [1.7945, 0.0185, -4.5738], [1.3511, -1.0139, -4.0736], [0.8891, 1.2005, -4.8051], [3.7788, -0.8511, -5.0625], [3.7470, 0.8369, -4.8035], [3.0135, 0.1372, -6.3088], [0.3267, 1.1048, -5.7347], [1.5240, 2.0858, -4.8764], [0.1902, 1.3875, -3.9905], [-2.4645, 1.1197, 5.5097], [-3.2644, 2.3690, 5.8526], [-3.0870, 2.9068, 6.9139], [-4.2309, 2.9303, 4.7941], [-1.5798, 0.8862, 6.0968], [-2.3217, 1.0660, 4.4251], [-3.0908, 0.2272, 5.6398], [-3.8604, 3.9214, 4.5380], [-5.1488, 2.9788, 5.3796], [-4.3394, 2.3047, 3.9115], [-7.4573, 2.0843, -1.5979], [-6.0846, 1.5076, -1.9295], [-5.8489, 1.1112, -3.0470], [-5.0686, 1.5454, -0.7958], [-7.9648, 2.3973, -2.5103], [-7.4847, 2.9116, -0.8913], [-8.0879, 1.2761, -1.2171], [-4.2398, 0.9385, -1.1696], [-5.5172, 1.1745, 0.1241], [-4.6256, 2.5213, -0.6002], [4.3630, 0.4151, 4.7309], [3.2482, 1.4476, 4.7531], [2.2679, 1.2266, 5.4359], [3.4129, 2.7412, 3.9878], [4.4013, 0.0065, 3.7153], [4.0744, -0.4138, 5.3732], [5.3330, 0.8410, 4.9804], [3.1348, 3.6088, 4.5813], [2.7123, 2.6393, 3.1547], [4.3901, 2.8705, 3.5248]],
  "spin_multiplicity": 1,
  "charge": 2,
  "energy_ev": -119708.39692
}

(2)
{
  "formula": "C69H149N7O9",
  "method": "ωB97M-V/def2-TZVPD",
  "species": ["C", "C", "C", "C", "C", "C", "N", "O", "C", "C", "C", "H", "H", "H", "H", "H", "H", "H", "H", "H", "H", "H", "H", "H", "H", "H", "H", "H", "H", "H", "C", "C", "C", "C", "C", "C", "N", "O", "C", "C", "C", "H", "H", "H", "H", "H", "H", "H", "H", "H", "H", "H", "H", "H", "H", "H", "H", "H", "H", "H", "C", "C", "C", "C", "C", "C", "N", "O", "C", "C", "C", "H", "H", "H", "H", "H", "H", "H", "H", "H", "H", "H", "H", "H", "H", "H", "H", "H", "H", "H", "C", "C", "C", "C", "C", "C", "N", "O", "C", "C", "C", "H", "H", "H", "H", "H", "H", "H", "H", "H", "H", "H", "H", "H", "H", "H", "H", "H", "H", "H", "C", "C", "C", "C", "C", "C", "N", "O", "C", "C", "C", "H", "H", "H", "H", "H", "H", "H", "H", "H", "H", "H", "H", "H", "H", "H", "H", "H", "H", "H", "C", "C", "C", "C", "C", "C", "N", "O", "C", "C", "C", "H", "H", "H", "H", "H", "H", "H", "H", "H", "H", "H", "H", "H", "H", "H", "H", "H", "H", "H", "C", "C", "C", "C", "C", "C", "N", "O", "C", "C", "C", "H", "H", "H", "H", "H", "H", "H", "H", "H", "H", "H", "H", "H", "H", "H", "H", "H", "H", "H", "C", "C", "C", "O", "H", "H", "H", "H", "H", "H", "H", "H", "C", "C", "C", "O", "H", "H", "H", "H", "H", "H", "H", "H"],
  "coordinates": [[-5.5325, 6.1959, -3.4334], [-4.2984, 5.4392, -3.0263], [-3.8810, 4.7019, -4.2719], [-2.5085, 4.0609, -4.1185], [-1.5233, 5.1710, -3.7837], [-1.8744, 5.9360, -2.4816], [-3.2847, 6.4430, -2.7251], [-3.6059, 7.0116, -1.4661], [-1.5838, 5.2029, -1.1308], [-1.0109, 7.1869, -2.4142], [-4.5707, 4.4908, -1.8714], [-5.4664, 6.9054, -4.2293], [-5.8795, 6.8046, -2.5224], [-6.4117, 5.5603, -3.6247], [-4.6493, 3.9931, -4.4580], [-3.8120, 5.4294, -5.1077], [-2.2426, 3.6058, -5.0685], [-2.3927, 3.2801, -3.4005], [-1.6079, 5.8691, -4.6367], [-0.4723, 4.8533, -3.6662], [-1.9051, 5.6750, -0.1923], [-2.0399, 4.1866, -1.0483], [-0.5276, 5.0686, -1.0454], [-1.1027, 7.7792, -3.3234], [-1.3106, 7.7446, -1.5745], [0.0562, 6.9626, -2.3579], [-3.7738, 3.7192, -1.7714], [-5.5207, 3.9164, -2.1209], [-4.7111, 5.0278, -0.8940], [-3.6391, 7.9561, -1.6910], [-0.3068, -5.8694, 4.4038], [-0.0029, -4.9216, 3.1143], [-1.2441, -4.7522, 2.2407], [-2.1567, -3.6396, 2.8395], [-1.3543, -2.3464, 3.0346], [-0.2369, -2.5039, 4.0721], [0.5392, -3.6130, 3.5203], [1.8342, -3.6646, 4.2363], [0.6199, -1.2499, 4.0259], [-0.6350, -2.7566, 5.5367], [1.0368, -5.7593, 2.2611], [-0.2629, -6.9434, 4.1346], [-1.3362, -5.7764, 4.7793], [0.2863, -5.7803, 5.3041], [-0.9563, -4.5260, 1.2373], [-1.8451, -5.7746, 2.2381], [-2.5302, -4.0170, 3.7720], [-2.9832, -3.4961, 2.1522], [-2.0596, -1.5774, 3.3124], [-0.9067, -2.0915, 2.0957], [0.0823, -0.5309, 4.5806], [1.5953, -1.3449, 4.5829], [0.8200, -0.8840, 3.0622], [-1.0128, -3.7248, 5.7557], [0.3023, -2.6819, 6.1538], [-1.3217, -2.0712, 5.9223], [1.4301, -5.1089, 1.4741], [0.6008, -6.6193, 1.7705], [1.8704, -6.1459, 2.9189], [1.4913, -4.0289, 5.0648], [-0.5089, 2.4318, 3.8538], [-1.3437, 3.5555, 3.2069], [-2.2679, 2.9965, 2.0320], [-3.4935, 3.8143, 1.7327], [-4.2409, 4.2325, 2.9703], [-3.3356, 4.8844, 3.9880], [-2.2242, 3.9649, 4.2940], [-1.4295, 4.6148, 5.3201], [-2.9198, 6.3102, 3.4705], [-4.1631, 5.0581, 5.3117], [-0.3843, 4.6055, 2.5802], [0.1590, 2.8092, 4.6056], [0.1859, 1.9305, 3.1184], [-1.2271, 1.7092, 4.3540], [-1.5217, 2.9114, 1.2195], [-2.7124, 2.0217, 2.2817], [-4.2919, 3.2263, 1.1608], [-3.2616, 4.6915, 1.1135], [-4.6992, 3.2948, 3.3404], [-5.0453, 4.8813, 2.7260], [-2.1594, 6.6650, 4.0970], [-2.7171, 6.3219, 2.4063], [-3.7997, 6.9145, 3.5709], [-3.4596, 5.6198, 6.0293], [-5.1112, 5.6900, 5.2188], [-4.3626, 4.0674, 5.7342], [-0.9318, 5.2358, 1.8332], [0.4937, 4.1297, 2.0773], [0.0924, 5.2291, 3.3541], [-0.7829, 3.9055, 5.6799], [4.6294, 4.7967, -1.2542], [3.7098, 4.0036, -2.2162], [4.1651, 4.2303, -3.6522], [3.5448, 3.1790, -4.6448], [4.0167, 1.7917, -4.3060], [3.6097, 1.4914, -2.8842], [4.1344, 2.5835, -1.9860], [3.7680, 2.2132, -0.6466], [2.0825, 1.3043, -2.8630], [4.3028, 0.2369, -2.5038], [2.2795, 4.4193, -1.9616], [4.4238, 5.8376, -1.4049], [5.6823, 4.5788, -1.4900], [4.3805, 4.6594, -0.2038], [3.7674, 5.2166, -3.8250], [5.2418, 4.2320, -3.6777], [3.6802, 3.4065, -5.7724], [2.4961, 3.2969, -4.5143], [5.1297, 1.7463, -4.3789], [3.6011, 1.0495, -5.0390], [1.6266, 2.0698, -3.4597], [1.8541, 0.3363, -3.2487], [1.6951, 1.4160, -1.7901], [3.8753, -0.1982, -1.6118], [4.0326, -0.4991, -3.2945], [5.3640, 0.2382, -2.3656], [1.8335, 4.0608, -1.0376], [1.6746, 4.0552, -2.7389], [2.2967, 5.5063, -1.8539], [2.7995, 2.1690, -0.5986], [6.3637, -3.2657, -1.6312], [6.2333, -3.0815, -0.1145], [5.0751, -2.1089, 0.1545], [4.7322, -2.0447, 1.6062], [4.3389, -3.4011, 2.0519], [5.4196, -4.5041, 1.8192], [5.8487, -4.3836, 0.4112], [7.0118, -5.2632, 0.2296], [6.5501, -4.3751, 2.8285], [4.8146, -5.9283, 1.9473], [7.5429, -2.4972, 0.4275], [7.2029, -3.9112, -1.7965], [6.5871, -2.2911, -1.9770], [5.4521, -3.6476, -2.0277], [5.4292, -1.1636, -0.1525], [4.1433, -2.3929, -0.3987], [3.8741, -1.3751, 1.8099], [5.5723, -1.6565, 2.1339], [3.5021, -3.7035, 1.3953], [4.0427, -3.4300, 3.0965], [7.0398, -3.4329, 2.6633], [6.1220, -4.4177, 3.8236], [7.3458, -5.1049, 2.6834], [4.3977, -6.1714, 2.9109], [3.9973, -6.0883, 1.2406], [5.6107, -6.7025, 1.6996], [7.3335, -1.8980, 1.3281], [7.9653, -1.8828, -0.4357], [8.2198, -3.3116, 0.6684], [6.6538, -5.9694, -0.3384], [-8.5342, -0.4974, -2.0427], [-7.9541, -1.1725, -0.7305], [-7.6042, -2.6458, -1.0681], [-6.4083, -2.6121, -2.0006], [-5.1772, -1.9370, -1.3486], [-5.4988, -0.5172, -0.9597], [-6.7407, -0.5527, -0.1629], [-7.0255, 0.7835, 0.0912], [-4.3347, -0.0993, -0.0317], [-5.5300, 0.5234, -2.1495], [-9.0661, -1.1086, 0.3605], [-8.4367, 0.5986, -1.9656], [-9.5654, -0.8100, -2.0714], [-7.9366, -0.7829, -2.9433], [-7.4170, -3.2604, -0.1693], [-8.4890, -3.0791, -1.5577], [-6.7135, -2.3053, -2.9861], [-6.0323, -3.6325, -2.2075], [-4.3463, -1.9151, -1.9777], [-4.9503, -2.4691, -0.4328], [-4.4910, 0.8978, 0.3482], [-4.1032, -0.8418, 0.7028], [-3.4695, -0.1504, -0.7314], [-4.4838, 0.6795, -2.4553], [-5.9898, 0.0705, -3.0415], [-6.0513, 1.4293, -1.8705], [-8.5836, -1.4390, 1.2927], [-9.8369, -1.7599, -0.0125], [-9.4984, -0.0847, 0.4722], [-6.5075, 1.0893, 0.8273], [-0.0287, -3.6356, -2.0742], [1.1003, -3.9514, -3.1371], [2.5475, -3.8967, -2.4818], [2.7856, -5.1066, -1.5888], [2.7328, -6.4142, -2.3105], [1.3588, -6.5833, -3.0243], [1.0806, -5.2647, -3.7423], [-0.2575, -5.4088, -4.2369], [1.4955, -7.5666, -4.2338], [0.2554, -7.0904, -2.0296], [1.0959, -2.8467, -4.2164], [0.0569, -2.6594, -1.5013], [-0.1142, -4.4056, -1.3056], [-0.9920, -3.5406, -2.5932], [3.2582, -4.0350, -3.3328], [2.7544, -2.9258, -2.0866], [2.2066, -5.1892, -0.6420], [3.8336, -5.0263, -1.2922], [2.8128, -7.2810, -1.6820], [3.5243, -6.4673, -3.0418], [0.5622, -7.8132, -4.7004], [2.2379, -7.2193, -4.9388], [1.8396, -8.5343, -3.8725], [0.4639, -8.1602, -1.7898], [0.3176, -6.5673, -1.0568], [-0.7526, -7.0063, -2.4996], [0.1461, -2.7223, -4.7439], [1.8806, -3.1655, -4.8860], [1.3939, -1.9209, -3.7076], [-0.2326, -5.6797, -5.1349], [4.9543, 1.6081, 3.0241], [3.4987, 2.0662, 3.0948], [3.3244, 3.0787, 4.2149], [3.0752, 2.6123, 1.9104], [5.1719, 0.7775, 3.7350], [5.6941, 2.3809, 3.2226], [5.2128, 1.2994, 2.0127], [2.9225, 1.1497, 3.2163], [3.9033, 3.9419, 3.9473], [3.6372, 2.7435, 5.2442], [2.2857, 3.3925, 4.2256], [3.7749, 2.6106, 1.1855], [-0.7359, 0.3386, -0.3645], [0.2253, 0.6044, 0.7649], [1.4165, -0.3247, 0.5878], [0.7155, 1.9538, 0.5941], [-0.2248, 0.5012, -1.3019], [-1.6653, 0.9473, -0.3255], [-1.2209, -0.6134, -0.3371], [-0.2532, 0.5158, 1.7362], [1.8983, -0.2323, -0.3885], [1.1764, -1.3774, 0.5538], [2.1067, -0.0350, 1.3406], [1.5872, 2.0210, 1.1575]],
  "spin_multiplicity": 1,
  "smiles": "CC1(C)CCCC(C)(C)N1O.CC1(C)CCCC(C)(C)N1O.CC1(C)CCCC(C)(C)N1O.CC1(C)CCCC(C)(C)N1O.CC1(C)CCCC(C)(C)N1O.CC1(C)CCCC(C)(C)N1O.CC1(C)CCCC(C)(C)N1O.CC(C)O.CC(C)O",
  "charge": 0,
  "energy_ev": -102817.44907
}

Number 1: HOMO -11.30 eV. Number 2: HOMO -8.27 eV.